# C9H18N2OSi

An isolated molecule of C9H18N2OSi (ωB97M-V/def2-TZVPD, OMol25).

XYZ file:
```
31
Properties=species:S:1:pos:R:3:forces:R:3:nbo_charge:R:1
C 0.2004 -3.5587 -0.3870 2.6 1.0 1.1 -0.631
C -0.1803 -2.5363 0.7612 1.1 -1.2 -3.0 -0.074
O -0.6042 -1.3129 0.1464 0.1 -0.5 0.4 -0.551
C -0.0046 -0.1412 0.6201 -1.2 1.3 -2.9 -0.045
N 1.3742 0.0643 0.1191 -1.5 -0.9 3.2 -0.371
C 1.8716 -0.1419 -1.1006 1.7 0.7 0.6 -0.119
C 3.1995 0.2079 -0.9401 0.1 0.5 -2.4 -0.090
N 3.4907 0.5624 0.2931 0.4 0.7 2.8 -0.461
C 2.3809 0.4343 0.9900 -1.1 0.1 0.3 0.133
Si -1.2474 1.3730 -0.0084 0.4 -1.3 1.0 1.566
C -1.4365 1.4734 -1.9051 3.0 0.8 -0.6 -1.122
C -2.9157 0.9080 0.8268 -1.0 1.8 0.2 -1.122
C -0.3091 2.8384 0.7710 1.8 -2.1 -0.9 -1.107
H 0.4006 -3.0564 -1.3147 -0.6 0.4 -0.5 0.219
H 1.2170 -4.0142 -0.2280 -0.8 0.4 0.4 0.206
H -0.4120 -4.3939 -0.5001 -1.5 -1.0 -0.3 0.207
H 0.7266 -2.4434 1.3149 0.5 0.7 0.8 0.180
H -0.9307 -3.0151 1.3288 -1.1 0.1 0.9 0.180
H 0.0621 -0.1528 1.6672 0.1 0.2 1.6 0.176
H 1.3550 -0.6509 -1.8457 -0.9 -0.3 -1.2 0.223
H 3.8954 0.5428 -1.6881 0.2 -0.9 -0.5 0.202
H 2.1335 0.6007 2.1062 0.8 -0.2 -2.2 0.204
H -1.3421 2.5617 -2.1917 -0.2 -0.9 0.3 0.244
H -0.5075 1.0059 -2.4560 -1.7 0.7 1.1 0.250
H -2.3143 1.1129 -2.3932 -0.7 -0.5 0.1 0.247
H -2.9743 -0.0765 1.2793 0.1 -0.5 -0.7 0.250
H -3.1581 1.5276 1.7281 0.5 0.0 -0.6 0.239
H -3.8007 1.1503 0.1522 1.1 -0.8 0.6 0.242
H 0.7382 2.8185 0.2422 -1.9 0.6 0.8 0.252
H -0.8160 3.7632 0.8057 -0.2 1.2 -0.4 0.239
H -0.0923 2.5490 1.8066 -0.1 0.0 -0.1 0.234
```
Positions in Å, forces in eV/Å.

Calculated values
Structure (SMILES): CCO[C@@H](n1ccnc1)[Si](C)(C)C
E (Eh): -827.92417
HOMO-LUMO gap (eV): 9.17
2S+1: 1
Energy above the lowest of the compared OMol25 structures with the same formula, charge and spin (kJ/mol): 0.0